DFT (ωB97M-V with the def2-TZVPD basis set) results for a structure of composition C14H14N2O3ReS in a non-equilibrium geometry.

Element x y z (Å)
N -2.058715 -0.083209 0.436746
H -2.058879 0.627044 -1.874470
C -1.151256 1.072905 -2.277726
C 2.240053 2.747050 -0.780716
H -0.270594 -0.601507 -3.503505
O 0.244142 0.244957 0.357964
H 0.879859 3.611867 -3.154322
H 1.268875 -3.426806 3.750732
C 0.350533 -2.982938 3.330269
C 3.033541 1.602886 -0.444792
O -3.989248 -1.723331 0.413426
C 0.433088 -1.981921 2.364584
H 2.605285 3.407620 -1.567270
C -0.922571 -3.411692 3.754345
H 3.074054 1.247116 0.591727
H 1.395763 -1.618020 2.002295
N 2.036995 -0.184886 -1.554280
O -3.954474 0.008218 2.162836
Re 0.985890 1.153233 -1.419075
C -1.988054 -1.840655 2.238226
C 0.789751 1.395112 -3.519805
H 3.947324 1.396994 -1.018231
H 1.733647 3.260540 0.036935
C -0.806002 -0.356333 0.804942
H -0.960112 -4.200235 4.517116
C -0.194007 0.415778 -3.120181
C -2.096074 -2.842040 3.210190
C -0.733866 -1.422038 1.829711
H 1.569547 1.248968 -4.272542
H -3.062458 -3.198390 3.560964
S -3.199910 -0.898017 1.306628
C 0.408065 2.651214 -2.946908
C -0.791033 2.451825 -2.188682
H 2.608357 -1.002974 -1.336195
H -1.367514 3.231665 -1.690935

Forces on the atoms, in the same order (eV/Å):
N 1.1 0.2 0.2
H 0.6 0.1 0.2
C 0.0 0.3 -1.0
C 1.1 0.4 0.9
H 0.2 0.3 0.5
O -0.4 -0.8 0.8
H -0.1 -0.4 0.3
H -0.7 0.3 -0.3
C -0.4 0.0 0.0
C 0.0 1.5 0.4
O 0.8 0.2 0.7
C 0.0 0.2 -0.2
H -0.2 -0.2 0.1
C 0.2 0.3 -0.3
H -0.3 0.0 -0.5
H -0.2 -0.1 0.1
N 4.6 -7.5 -0.9
O 1.1 -0.9 -0.6
Re -3.1 4.1 2.2
C 0.3 -0.8 0.7
C -0.3 0.1 -1.5
H -0.8 -0.1 0.0
H 0.0 0.1 -0.1
C -1.6 1.1 -0.9
H -0.3 0.4 -0.4
C -0.8 0.5 -0.7
C 0.3 -0.1 0.1
C 0.9 -0.4 0.6
H -0.3 0.0 0.5
H 0.1 0.2 -0.2
S -0.8 0.5 -0.2
C -0.7 0.3 -0.4
C -0.3 0.2 -0.3
H -0.3 0.6 0.0
H 0.3 -0.4 0.0

The calculated total energy is -1353.4062 hartree. The spin multiplicity is 4. The calculation puts the lowest unoccupied orbital energy (alpha / beta) at 0.31 / -0.88 eV. The calculation puts the HOMO-LUMO gap (alpha / beta) at 7.36 / 8.16 eV.

Charges per atom according to Löwdin partitioning, unit e: -0.041, 0.109, -0.157, -0.284, 0.127, -0.175, 0.121, 0.111, -0.070, -0.173, -0.315, -0.010, 0.065, -0.065, 0.074, 0.116, -0.247, -0.313, 1.440, -0.198, -0.246, 0.077, 0.072, -0.445, 0.107, -0.191, -0.024, -0.151, 0.124, 0.118, 0.661, -0.220, -0.152, 0.031, 0.123

DFT (ωB97M-V with the def2-TZVPD basis set) results for a structure of composition C3H6NOS4 in a non-equilibrium geometry.

Element x y z (Å)
H -1.310352 2.404940 -3.539835
H -1.666189 -1.135261 -0.467294
O -1.341007 -1.642591 1.426364
N -0.826362 -1.382436 0.146683
C -1.115780 0.901435 -1.538277
H -0.136817 0.472690 2.006284
H 2.050606 1.510127 -0.220239
S 1.533225 -1.281299 1.803880
H -0.582779 -1.612788 2.004738
C 0.135276 -0.393949 0.141488
S -2.469980 0.057709 -1.793422
S -0.471414 2.141588 -2.559119
C 0.620526 0.180417 1.412574
H 0.874194 -0.537377 -0.539008
S 1.642927 1.748964 1.105555

Forces on the atoms, in the same order (eV/Å):
H -1.0 -0.2 -0.7
H 0.6 -0.3 0.3
O -2.0 0.3 -0.5
N -0.2 0.5 -0.2
C 0.8 0.1 -0.1
H -2.4 1.0 2.4
H -0.6 0.0 1.4
S 0.9 -0.4 1.1
H 1.3 -0.5 0.5
C -2.0 -0.7 1.7
S -0.9 0.2 -0.6
S 1.0 -0.2 1.4
C 2.8 0.5 -3.3
H 1.7 0.1 -2.5
S -0.1 -0.6 -1.0

The calculated total energy is -1840.5346 hartree. The calculation puts the lowest unoccupied orbital energy at 2.90 eV. The net charge is -1. The calculation puts the energy relative to the best compared isomer or geometry (same formula, charge and spin) at 1.088 eV. The calculation puts the HOMO-LUMO gap at 6.60 eV.

Charges per atom according to Löwdin partitioning, unit e: -0.195, -0.040, -0.115, -0.136, -1.138, 0.009, -0.121, 0.483, -0.045, -0.371, 0.524, 0.592, -1.073, 0.044, 0.581

DFT (ωB97M-V with the def2-TZVPD basis set) results for a structure of composition C8H4BF6NO6PtS2SbSe4 in a non-equilibrium geometry.

Element x y z (Å)
C 0.179582 4.924265 -0.487562
Se -2.827097 0.290035 1.751666
O -0.808761 1.432847 -0.428360
N 0.085247 -2.368227 -0.581994
O 2.416861 -1.623356 0.024898
H 1.675993 5.675291 0.959655
C 1.303664 3.648000 1.284393
S 1.685838 -2.296138 -1.047619
F -0.759067 -5.656305 -1.998861
Se -0.013632 -1.730641 2.779831
F -0.657660 -3.700883 -2.976548
O 0.560574 1.295001 1.367840
F -2.490465 -4.348927 -2.203132
H 1.877081 3.634797 2.266760
C 1.076111 4.853701 0.574447
O -2.004509 -3.353990 0.211497
C 0.672170 2.548455 0.780523
Se -0.562237 1.944870 4.757273
C 1.432252 -1.048399 -2.388756
Pt -1.109504 -1.090914 0.688123
Se -2.679483 -0.814132 5.972470
C -0.110206 2.616133 -0.341349
C -0.365830 3.744097 -1.026193
C -1.180527 -4.413245 -1.926891
O 0.102356 -4.748623 0.302764
Sb -1.610921 -0.200202 3.930841
H 0.123590 5.856704 -0.906883
F 1.566616 0.182276 -1.886200
S -0.695545 -3.752682 -0.306372
B -0.339405 0.659840 0.601997
H -0.980039 3.877219 -1.861241
F 2.231421 -1.318312 -3.388327
F 0.168562 -1.090230 -2.858041
O 2.036976 -3.628336 -1.640651

Forces on the atoms, in the same order (eV/Å):
C 2.0 -2.2 1.1
Se 0.2 -0.3 0.3
O 0.4 0.7 -1.5
N 0.3 -0.4 0.0
O -0.5 -1.2 -2.2
H -0.6 0.4 -0.4
C 0.6 0.7 0.9
S -0.6 -2.8 1.8
F -0.1 -0.5 -0.3
Se 0.4 -0.1 1.2
F 0.5 -0.5 1.0
O 1.3 1.3 0.5
F 0.0 -0.5 1.0
H -0.7 -0.1 -1.6
C 0.4 -0.9 1.2
O 1.2 -0.2 0.1
C 0.6 -0.1 1.3
Se -0.1 -0.3 -0.1
C -1.9 0.5 -0.1
Pt -1.1 -0.6 -0.4
Se 0.0 0.1 -0.1
C -1.3 -1.4 0.2
C 0.6 2.5 0.7
C -0.2 0.7 -2.8
O 0.0 -0.4 0.4
Sb 0.1 0.2 0.0
H -0.7 2.0 -1.4
F 0.8 -0.3 -0.3
S -0.7 1.2 0.2
B -0.9 -0.6 -0.5
H -1.0 -0.5 -1.1
F 0.8 0.4 -0.3
F 0.6 -0.3 0.0
O -0.3 3.8 1.2

The calculated total energy is -12199.3512 hartree. The spin multiplicity is 3. The calculation puts the lowest unoccupied orbital energy (alpha / beta) at 1.80 / 0.33 eV. The net charge is -1. The calculation puts the energy relative to the best compared isomer or geometry (same formula, charge and spin) at 0.000 eV. The calculation puts the HOMO-LUMO gap (alpha / beta) at 6.66 / 5.85 eV.

Charges per atom according to Löwdin partitioning, unit e: -0.071, 0.223, 0.109, -0.459, -0.282, 0.097, 0.012, 0.735, 0.156, 0.167, 0.089, 0.133, 0.132, 0.144, -0.086, -0.360, -0.190, 0.060, -0.672, 0.675, -0.141, -0.205, 0.022, -0.644, -0.237, -0.157, 0.068, 0.151, 0.571, -1.136, 0.105, 0.171, 0.117, -0.298

DFT (ωB97M-V with the def2-TZVPD basis set) results for a cluster of 3 separate species, C3H11NO2 in total in a non-equilibrium geometry.

Element x y z (Å)
H -1.085002 0.069800 -4.053414
H 1.116173 -0.417473 -1.143032
H 0.196342 0.464399 1.552842
C 0.792233 0.612740 0.670566
H -0.437755 -2.363907 -0.040796
O -2.144283 0.488678 2.317569
H 2.620792 1.199989 -0.207345
O -1.002114 -0.820877 -3.645124
H -0.860434 -0.516112 -2.732190
C 0.796978 -0.696699 -0.138756
H -1.439129 1.158339 2.148035
N -0.504620 -1.386271 -0.292975
H -2.067748 0.710736 3.281331
H -1.094998 -1.016626 0.448219
H 1.777107 2.410566 0.951797
H 1.515832 -1.330632 0.398512
C 1.820627 1.433348 0.484760

Forces on the atoms, in the same order (eV/Å):
H 0.0 -1.0 -0.1
H 0.6 -0.4 0.0
H -0.4 1.2 0.0
C 0.9 -2.5 -0.6
H 0.3 -0.1 -0.2
O 0.9 0.8 0.9
H -0.2 0.2 -0.4
O 0.0 1.7 0.0
H -0.1 -0.9 0.3
C -0.1 0.3 0.0
H -0.3 0.0 -1.0
N -0.2 0.7 0.7
H -0.8 -0.8 0.1
H -0.4 0.1 -0.1
H 0.6 -0.2 0.4
H 0.1 -0.1 -0.5
C -1.0 0.9 0.3

The calculated total energy is -326.0330 hartree. The spin multiplicity is 2. The calculation puts the lowest unoccupied orbital energy (alpha / beta) at 3.56 / 3.47 eV. The net charge is -1. The calculation puts the energy relative to the best compared isomer or geometry (same formula, charge and spin) at 1.828 eV. The calculation puts the HOMO-LUMO gap (alpha / beta) at 2.66 / 9.47 eV.

Charges per atom according to Löwdin partitioning, unit e: 0.037, 0.082, 0.021, -0.297, 0.047, -0.388, 0.046, -0.108, 0.003, -0.314, -0.078, -0.025, -0.058, 0.014, 0.014, 0.100, -0.096

Q: What is the calculated total energy in the first record?
A: -1353.4062 hartree

Q: The highest calculated total energy belongs to which entry?
A: C3H11NO2

Q: What is the calculated total energy in the first record?
A: -1353.4062 hartree

Q: Among the records above, which one has the highest calculated total energy?
A: C3H11NO2